# 1
A 2-piece molecular cluster, C3H4F3N overall. Source: the Open Molecules 2025 dataset; level of theory: the ωB97M-V functional and the def2-TZVPD basis.

Atoms and positions in Å:
C -1.5099 0.9184 -0.8970
C -1.3891 -0.0253 0.0191
C 1.4869 -0.4500 0.7234
N 0.6982 -1.3660 -0.0776
F -2.4154 1.9360 -0.7605
F -2.0429 -0.2633 1.1848
F 0.8054 -0.8818 -1.3541
H -0.8169 0.9399 -1.7522
H 1.0862 -0.4053 1.7484
H 2.4367 -0.9466 0.8836
H 1.6607 0.5441 0.2820

Spin multiplicity: 1
LUMO energy (spin up / spin down) (Eh): -0.0163 / -0.0293

Here are the Mulliken charges for atoms 1 to 6, given in e: number 1, C, carries 0.078; number 2, C, carries 0.068; number 3, C, carries -0.681; number 4, N, carries -0.121; number 5, F, carries -0.234; number 6, F, carries -0.208

---

# 2
A 2-piece molecular cluster, C3H11N4 overall. Source: the Open Molecules 2025 dataset; level of theory: the ωB97M-V functional and the def2-TZVPD basis.

Atoms and positions in Å:
C -1.1597 -0.0545 -0.7509
C -1.8511 -0.0490 0.6231
C 0.2060 -0.6247 -0.6304
N -1.7609 0.3372 -1.7705
N 1.1140 -0.0631 -1.4418
N 0.4735 -1.5526 0.1796
N 1.5223 1.2350 1.4153
H -1.0490 -0.1017 1.4454
H -2.5012 -0.9134 0.7840
H -2.4776 0.8940 0.8628
H -1.5369 0.0927 -2.7009
H 1.0278 0.6348 -2.2624
H 2.0352 -0.5690 -1.2477
H 1.4451 -1.8100 0.2735
H -0.2310 -2.1308 0.7156
H 2.5187 1.4032 1.5501
H 1.1960 2.0441 0.7369
H 1.0289 1.2277 2.2185

Spin multiplicity: 1
Charge: +1
LUMO energy (Eh): -0.1552

Here are the Mulliken charges for atoms 1 to 6, given in e: number 1, C, carries 0.597; number 2, C, carries -1.137; number 3, C, carries 0.683; number 4, N, carries -0.548; number 5, N, carries -0.411; number 6, N, carries -0.361

---

# 3
A 7-piece molecular cluster, C16H33N3O4S2 overall. Source: the Open Molecules 2025 dataset; level of theory: the ωB97M-V functional and the def2-TZVPD basis.

Atoms and positions in Å:
C 28.5806 -11.6449 8.8394
C 28.5897 -12.1826 10.2100
N 28.5578 -12.7001 11.2889
H 28.3572 -12.5087 8.2133
H 29.6083 -11.3707 8.6014
H 27.9047 -10.7906 8.8014
C 32.2668 -7.7906 15.5267
C 33.0019 -7.0581 14.5214
N 33.5748 -6.4233 13.7477
H 32.7493 -8.6922 15.9044
H 31.2864 -8.1796 15.2517
H 32.0474 -7.1530 16.3831
C 33.2382 -10.0293 8.2129
C 33.1872 -11.1295 9.1794
N 33.1098 -12.0092 9.9604
H 33.6769 -9.1570 8.6975
H 32.2534 -9.8426 7.7847
H 33.8911 -10.2720 7.3745
C 34.1932 -11.0366 15.4278
S 35.1624 -9.4955 15.2865
O 35.6987 -9.3407 16.7228
C 36.5790 -10.2032 14.3354
H 33.3399 -10.9273 16.0971
H 34.8849 -11.8323 15.7045
H 33.7780 -11.2306 14.4388
H 37.3754 -9.5012 14.0882
H 36.2091 -10.6070 13.3930
H 36.9308 -11.0090 14.9796
C 31.0106 -10.0888 12.3812
S 30.5161 -8.8424 11.0985
O 30.7594 -9.5153 9.7362
C 28.7223 -8.9453 11.3715
H 32.0802 -10.2663 12.2692
H 30.4931 -11.0356 12.2267
H 30.8317 -9.6858 13.3780
H 28.5563 -8.5835 12.3862
H 28.3322 -9.9515 11.2182
H 28.2808 -8.3022 10.6102
C 25.5680 -11.7379 11.4632
C 24.3321 -10.9647 11.7337
O 23.3315 -11.3145 11.0970
C 24.3708 -9.7712 12.7225
H 25.7124 -12.5153 12.2135
H 26.4443 -11.0906 11.4269
H 25.4091 -12.2106 10.4940
H 23.4486 -9.6806 13.2964
H 24.3984 -8.8356 12.1639
H 25.2277 -9.8347 13.3932
C 29.8624 -5.3206 7.2115
C 29.1209 -6.4468 6.4247
O 28.7873 -6.2640 5.2636
C 28.7540 -7.7550 7.1651
H 30.1551 -4.6416 6.4106
H 30.6922 -5.8000 7.7308
H 29.3224 -4.6135 7.8412
H 28.6410 -7.5919 8.2369
H 29.5671 -8.4776 7.0962
H 27.8456 -8.1466 6.7072

Spin multiplicity: 1
LUMO energy (Eh): 0.0019

Here are the Mulliken charges for atoms 1 to 6, given in e: number 1, C, carries -0.474; number 2, C, carries 0.348; number 3, N, carries -0.534; number 4, H, carries 0.457; number 5, H, carries 0.041; number 6, H, carries 0.236

---

# 4
A 8-piece molecular cluster, C16H48N6O8 overall. Source: the Open Molecules 2025 dataset; level of theory: the ωB97M-V functional and the def2-TZVPD basis.

Atoms and positions in Å:
N -1.3581 -0.4186 -3.1676
C -0.9694 0.7733 -3.5784
N -1.8955 1.6679 -3.7671
O 0.2808 0.9237 -3.9362
H -0.6836 -1.2235 -3.0795
H -2.3352 -0.6311 -2.9147
H -1.5828 2.4706 -4.3456
H -2.8744 1.7015 -3.3168
N 2.2519 -0.4213 2.8629
C 3.2851 -1.1850 2.5444
N 2.9987 -2.2699 1.8685
O 4.5567 -0.7970 2.9854
H 2.4569 0.3648 3.5736
H 1.4140 -0.6810 2.4150
H 3.6425 -2.9753 1.7349
H 2.0778 -2.2949 1.4437
N -1.7343 -4.2920 1.1257
C -2.2250 -5.1926 0.3847
N -2.8673 -4.7256 -0.6300
O -2.0395 -6.5323 0.7242
H -1.1591 -4.5508 1.9584
H -1.9197 -3.3411 1.0151
H -3.3263 -5.1662 -1.4251
H -2.9684 -3.7154 -0.6821
C -4.2872 -2.3789 1.8903
C -3.0654 -1.4014 1.6896
C -2.0856 -1.5350 2.8798
O -2.3994 -1.5949 0.6397
H -4.9477 -2.2187 1.1143
H -4.8299 -2.3035 2.8695
H -3.9531 -3.3613 2.0922
H -3.3276 -0.3401 1.5934
H -1.2625 -0.8040 2.7994
H -1.7149 -2.5260 3.1342
H -2.5697 -1.1879 3.7521
H -2.9032 -1.2015 -0.0534
C -1.7580 2.2093 -0.4300
C -1.8434 2.2802 1.1030
C -0.5537 2.0105 1.8997
O -2.0991 3.4470 1.5075
H -1.9255 1.2312 -0.8338
H -0.7690 2.4342 -0.7479
H -2.4156 2.8341 -1.0011
H -2.6679 1.5743 1.5527
H -0.6434 2.3108 2.9100
H 0.1681 2.6485 1.4495
H -0.3156 0.9826 1.9642
H -1.6017 3.5386 2.3306
C 3.1487 3.7913 -3.1431
C 2.0698 3.1905 -2.3060
C 2.0201 3.6833 -0.9177
O 0.9536 3.3073 -2.7583
H 4.1156 3.5415 -2.8134
H 3.0174 4.8917 -3.0720
H 2.9883 3.3865 -4.1945
H 2.2478 2.0640 -2.3027
H 1.4622 4.6768 -0.9063
H 2.9979 3.8049 -0.4840
H 1.5003 2.9703 -0.3718
H 0.8439 2.6940 -3.5733
C 1.6033 -0.3111 -0.6178
C 0.3363 -1.1566 -0.3598
C 0.2895 -2.5252 -1.0629
O 0.2979 -1.5233 0.8137
H 2.4865 -0.8509 -0.3218
H 1.5500 0.5566 0.0100
H 1.6522 -0.0214 -1.6684
H -0.4936 -0.5751 -0.6381
H 1.2808 -2.9746 -0.8232
H 0.1108 -2.3781 -2.1421
H -0.5012 -3.1602 -0.7269
H -0.6202 -1.6536 0.9305
C 4.3529 1.8352 0.2759
O 3.5808 1.9613 1.4677
H 5.0227 0.9934 0.3041
H 5.0391 2.7404 0.3533
H 3.8314 1.8417 -0.6850
H 3.5606 1.0631 1.8348

Spin multiplicity: 1
LUMO energy (Eh): -0.0330
SMILES: NC(N)=O.NC(N)=O.NC(N)=O.CC(C)O.CC(C)O.CC(C)O.CC(C)O.CO

Here are the Mulliken charges for atoms 1 to 6, given in e: number 1, N, carries -0.221; number 2, C, carries 0.674; number 3, N, carries -0.320; number 4, O, carries -0.798; number 5, H, carries 0.161; number 6, H, carries 0.130

---

What did the second record say?
A 2-piece molecular cluster, C3H11N4 overall. Source: the Open Molecules 2025 dataset; level of theory: the ωB97M-V functional and the def2-TZVPD basis.

Atoms and positions in Å:
C -1.1597 -0.0545 -0.7509
C -1.8511 -0.0490 0.6231
C 0.2060 -0.6247 -0.6304
N -1.7609 0.3372 -1.7705
N 1.1140 -0.0631 -1.4418
N 0.4735 -1.5526 0.1796
N 1.5223 1.2350 1.4153
H -1.0490 -0.1017 1.4454
H -2.5012 -0.9134 0.7840
H -2.4776 0.8940 0.8628
H -1.5369 0.0927 -2.7009
H 1.0278 0.6348 -2.2624
H 2.0352 -0.5690 -1.2477
H 1.4451 -1.8100 0.2735
H -0.2310 -2.1308 0.7156
H 2.5187 1.4032 1.5501
H 1.1960 2.0441 0.7369
H 1.0289 1.2277 2.2185

Spin multiplicity: 1
Charge: +1
LUMO energy (Eh): -0.1552

Here are the Mulliken charges for atoms 1 to 6, given in e: number 1, C, carries 0.597; number 2, C, carries -1.137; number 3, C, carries 0.683; number 4, N, carries -0.548; number 5, N, carries -0.411; number 6, N, carries -0.361

---

Q: Number 2 is which compound?
A: C3H11N4